23
Properties=species:S:1:pos:R:3:forces:R:3 method="wB97M-V/def2-TZVPD" homo_ev=-9.86 smiles="CS(=O)(=O)O.CN=C(C)C" multiplicity=1 gap_ev=10.58 relative_energy_kj_mol=136.9
C 2.2188 -0.7579 1.0386 1.32 0.51 0.99
C 0.6699 -2.0028 -0.6655 1.21 1.01 -0.63
C 1.4074 1.6530 -0.4992 -0.70 2.83 3.60
C -3.0590 1.1423 0.4539 2.61 0.87 0.28
C 1.2450 -0.6812 -0.1153 0.41 -1.27 -0.13
N 0.8834 0.3780 -0.6937 0.89 -0.51 -0.60
O -1.4309 0.3529 -1.3471 -1.55 -0.74 0.99
O -2.9124 -1.3512 -0.3560 1.49 0.76 0.51
O -1.0065 -0.3189 1.0079 -1.32 -0.38 -0.82
S -2.0450 -0.2286 -0.0196 -2.36 -1.23 -0.03
H 3.1986 -1.2054 0.6952 -0.88 0.63 0.09
H 2.4608 0.2962 1.5042 -0.61 -2.21 -0.88
H 1.9139 -1.4975 1.8460 -0.11 1.11 -0.99
H 0.0658 -2.3686 0.1501 -0.05 -0.88 0.01
H 0.0247 -1.8038 -1.5776 0.93 -0.33 1.15
H 1.5912 -2.6348 -0.9321 -1.62 0.52 0.45
H 1.5360 2.0130 0.5956 -0.25 -1.08 -0.93
H 2.4013 1.8275 -0.8341 0.57 0.10 -1.19
H 0.6342 2.3938 -0.7753 0.80 -0.15 -0.80
H -4.1063 1.1530 0.5749 -1.04 -0.82 -0.07
H -2.5197 1.4324 1.3688 -0.62 0.43 -0.24
H -2.7207 1.7561 -0.3745 -0.65 0.96 0.31
H -0.4504 0.4526 -1.0452 1.53 -0.14 -1.08



24
Properties=species:S:1:pos:R:3:forces:R:3 method="wB97M-V/def2-TZVPD" homo_ev=-9.81 smiles="C[C@@H](O)[C@H]([NH+](C)C)S(=O)(=O)[O-]" multiplicity=1 gap_ev=9.90 relative_energy_kj_mol=41.8
C -0.7355 0.0527 -2.4666 0.50 -0.01 0.29
C -1.3674 -0.8317 1.6293 -0.35 -0.62 0.73
C -0.3023 1.3047 1.2749 0.30 1.15 0.48
C 0.4860 0.0604 -1.5433 -0.32 -0.21 -0.39
C 0.2141 -0.5943 -0.1894 1.76 -0.30 -0.16
N -0.8203 0.0882 0.6193 -0.42 0.19 -0.33
O 2.4718 0.6161 0.5123 0.35 0.09 0.15
O 1.4584 -0.9239 2.1023 0.46 -0.08 0.14
O 2.4965 -1.7922 0.0528 0.16 -0.04 -0.06
O 0.9200 1.3850 -1.4014 0.12 0.33 -0.16
S 1.8717 -0.6911 0.7298 -1.05 -0.55 -0.24
H -1.5253 0.6946 -2.0774 -0.15 0.09 0.01
H -0.4452 0.4509 -3.4339 -0.03 0.05 -0.09
H -1.1117 -0.9580 -2.5986 -0.09 -0.11 -0.03
H -0.5252 -1.1685 2.2417 -0.28 0.08 -0.15
H -2.0995 -0.3172 2.2490 0.01 0.11 -0.11
H -1.8377 -1.6876 1.1492 0.03 0.07 -0.13
H 0.5165 1.0151 1.9323 -0.31 0.09 0.00
H 0.0760 1.9933 0.5216 -0.18 -0.18 0.08
H -1.0987 1.7774 1.8477 -0.11 -0.15 -0.04
H 1.2803 -0.5568 -1.9935 -0.19 0.01 0.06
H -0.0602 -1.6375 -0.3297 -0.19 0.01 0.06
H -1.5712 0.3785 -0.0212 0.23 -0.13 0.17
H 1.7089 1.3420 -0.8070 -0.24 0.09 -0.28



21
Properties=species:S:1:pos:R:3:forces:R:3 method="wB97M-V/def2-TZVPD" homo_ev=-8.73 smiles=CCN[C@H](CO)CS multiplicity=1 gap_ev=9.44 relative_energy_kj_mol=97.2
C 1.6446 -0.2557 0.0028 -0.05 0.16 0.43
N 0.7101 0.6963 0.6133 0.49 -0.19 -0.10
C -0.6987 0.3838 0.5091 -0.05 0.05 0.35
C -1.2418 0.4762 -0.9199 -0.03 0.00 0.03
S -3.0659 0.2971 -0.9420 0.15 0.02 -0.16
C -1.0051 -0.9417 1.2169 -0.65 0.15 0.74
O -2.2109 -0.8878 2.0015 0.02 0.09 -0.64
C 2.8022 0.4610 -0.6695 -0.04 -0.04 0.08
H 1.1152 -0.9158 -0.6954 0.17 0.03 -0.04
H 2.0666 -0.8763 0.8057 -0.15 -0.17 -0.25
H 0.9362 1.6441 0.3499 -0.20 0.03 -0.11
H -1.2129 1.1262 1.1199 -0.13 0.16 -0.04
H -0.9643 1.4494 -1.3236 -0.14 0.02 -0.10
H -0.8296 -0.2886 -1.5810 0.03 0.03 0.16
H -3.1054 -0.6564 -1.8786 -0.10 -0.01 0.01
H -0.2411 -1.1199 1.9681 0.26 -0.11 -0.19
H -1.0683 -1.7816 0.5281 0.18 -0.16 -0.21
H -2.9421 -0.7460 1.3776 0.20 -0.07 0.22
H 2.4561 1.2495 -1.3368 -0.05 -0.05 -0.18
H 3.4379 0.9264 0.0801 0.05 0.09 0.10
H 3.4172 -0.2402 -1.2261 0.07 -0.03 -0.12



20
Properties=species:S:1:pos:R:3:forces:R:3 method="wB97M-V/def2-TZVPD" homo_ev=-12.36 multiplicity=1 gap_ev=6.75 charge=+1 relative_energy_kj_mol=443.9
C -1.2740 -0.9156 2.8938 -0.81 1.33 -3.55
C -3.4618 -0.7270 0.4077 0.04 2.74 3.42
C 3.8596 1.3877 -2.7060 1.86 -3.55 0.53
C -2.0992 -0.1603 0.0622 -0.35 -1.81 1.26
C 4.8797 0.8085 -2.0415 -1.14 -0.60 -1.51
N -1.0124 -0.1837 1.0506 -1.38 -2.27 3.92
P 0.4502 0.3202 0.9814 0.40 1.31 -2.67
H -1.4036 0.1429 3.2090 -0.14 -1.45 0.61
H -2.1386 -1.5725 2.6589 0.47 0.89 0.71
H -3.2480 -1.6091 0.9718 -0.70 -0.79 0.33
H -4.1532 0.0449 0.9901 1.48 -1.85 -1.08
H -3.8818 -0.9417 -0.5084 -1.30 -0.66 -1.77
H -0.3872 -1.4984 3.1340 0.13 0.50 -0.10
H 3.7985 2.4021 -2.6506 -1.01 2.69 -0.25
H 3.3118 0.6793 -3.3659 -0.02 1.27 0.47
H -2.2277 0.8169 -0.2133 0.14 2.44 -1.24
H -1.7971 -0.8393 -0.6898 0.89 -0.11 -1.28
H 5.6675 1.2406 -1.4555 -0.10 0.50 0.26
H 4.9791 -0.2369 -2.2960 0.37 -0.32 0.53
H 0.1381 0.8411 -0.4325 1.17 -0.27 1.40



20
Properties=species:S:1:pos:R:3:forces:R:3 method="wB97M-V/def2-TZVPD" homo_ev=-13.46 multiplicity=1 gap_ev=10.17 charge=+1 relative_energy_kj_mol=174.2
C -0.2171 1.1030 0.8253 2.45 0.11 -3.70
C 1.0163 1.6274 0.0155 1.00 -0.46 -0.82
C -1.3971 0.6971 -0.0049 -0.68 1.27 -1.43
C 2.1866 0.9614 -0.2876 -4.24 -0.50 0.58
C -1.5203 -1.7325 0.4544 0.40 -3.31 0.20
N -1.3196 -0.7442 -0.5512 2.18 2.56 -1.29
P 2.2838 -0.9234 -0.1676 -2.66 1.61 1.32
H 0.1430 0.4137 1.4830 0.59 -2.34 1.85
H -0.3956 1.9380 1.3702 -1.50 2.39 1.87
H -0.3607 -0.9389 -0.9120 -0.10 0.78 0.54
H 0.8372 2.6943 -0.3032 0.64 -1.12 0.25
H -2.3071 0.8191 0.6054 0.12 -0.60 -0.49
H -1.4935 1.4114 -0.9049 0.09 -1.25 1.27
H 2.8787 1.3849 -0.9542 1.01 0.89 -0.38
H -0.9821 -1.4573 1.3731 -0.33 -0.08 -0.44
H -2.5749 -1.8904 0.6063 -0.26 -0.02 0.35
H -1.0527 -2.6978 0.0342 -0.85 1.26 0.98
H -1.8146 -0.8009 -1.4404 -0.97 -0.34 0.46
H 3.5319 -0.8439 0.2287 2.59 -0.51 0.83
H 2.5578 -1.0210 -1.4702 0.55 -0.35 -1.95



20
Properties=species:S:1:pos:R:3:forces:R:3 method="wB97M-V/def2-TZVPD" homo_ev=-7.99 smiles="C=[S@@H](=N)CC(C)C" multiplicity=1 gap_ev=8.42 relative_energy_kj_mol=678.9
C 2.6977 -1.2372 1.1312 0.17 3.51 -0.82
C -2.4744 0.8819 -0.1714 2.24 0.10 -1.08
C -1.0101 -1.0981 0.0930 -0.17 -1.71 1.08
C 0.1227 1.0993 -0.1156 0.35 -1.15 -1.90
C -1.0756 0.3395 0.4265 -1.23 1.67 2.09
N 1.8210 -0.1006 -1.7307 0.14 -0.71 -2.08
S 1.7157 0.1440 -0.2304 4.02 -0.06 1.09
H 2.2907 -0.7097 2.0150 0.19 -0.17 0.12
H 2.2430 -2.1785 1.0824 -1.38 -1.55 -0.43
H -2.6192 0.2477 -1.0636 0.14 0.49 0.01
H -2.4663 1.9514 -0.5381 -0.15 -1.10 0.88
H -3.2993 0.5904 0.4320 -0.62 0.35 0.93
H -1.7830 -1.7997 0.5254 0.50 1.17 -0.36
H -1.0259 -1.1784 -0.9675 0.08 -0.43 -0.98
H -0.0645 -1.4533 0.4714 0.32 -0.64 -0.06
H 0.3315 1.9363 0.4845 0.35 1.27 0.53
H 0.0938 1.3224 -1.1973 -0.38 0.26 0.47
H -0.9207 0.5147 1.5802 -1.07 -0.51 -1.90
H 2.6528 -0.4962 -2.2661 -1.43 0.54 1.99
H 2.7702 1.2240 0.0390 -2.06 -1.34 0.41



19
Properties=species:S:1:pos:R:3:forces:R:3 method="wB97M-V/def2-TZVPD" homo_ev=-13.87 multiplicity=1 gap_ev=6.58 charge=+1 relative_energy_kj_mol=141.4
C 2.4847 0.3993 0.3330 0.68 0.25 0.24
C -1.3961 1.5199 0.2887 0.05 -0.34 -0.21
C -1.5773 -1.5827 0.2859 -0.55 -0.20 0.26
C 2.2399 -0.8035 -0.3666 -0.74 0.08 0.09
C -0.9696 0.4733 -0.7495 -0.18 0.57 0.26
O -0.5409 -0.7347 -0.1432 1.17 0.09 -0.28
H 1.4782 0.8322 0.5197 -0.27 -0.17 -0.10
H 2.9715 1.1685 -0.2763 -0.08 -0.07 -0.03
H 2.9390 0.2655 1.3159 -0.09 -0.01 -0.07
H -0.7408 1.4664 1.1639 -0.06 0.07 -0.05
H -2.4213 1.3496 0.6178 0.08 0.08 0.07
H -1.3315 2.5186 -0.1412 -0.08 0.02 0.02
H -2.2173 -1.8886 -0.5489 0.14 -0.02 0.00
H -1.1100 -2.4541 0.7389 -0.12 -0.02 -0.01
H -2.2058 -1.0787 1.0284 0.09 -0.11 0.01
H 2.0778 -0.8144 -1.4368 -0.07 0.01 -0.14
H 2.2188 -1.7599 0.1368 -0.03 -0.16 0.08
H -1.7900 0.2824 -1.4494 0.16 -0.07 -0.07
H -0.1090 0.8409 -1.3171 -0.11 -0.01 -0.08



19
Properties=species:S:1:pos:R:3:forces:R:3 method="wB97M-V/def2-TZVPD" homo_ev=-15.22 multiplicity=1 gap_ev=11.82 charge=+1 relative_energy_kj_mol=171.7
C -2.4615 0.0954 0.7131 -0.46 2.48 -1.09
C 2.3009 1.4390 -0.1496 0.54 -0.04 0.12
C 0.2726 -0.9922 -1.2924 -1.02 1.66 -2.90
C -2.2491 -1.1402 1.1677 -1.29 0.50 -2.16
C 1.2700 0.4890 0.3829 -0.85 -0.77 2.83
O 0.1199 0.2188 -0.5401 -2.26 -0.06 -1.28
H -0.9252 0.1040 -0.2648 2.11 0.80 1.02
H -1.8995 1.0593 1.0596 -1.05 -1.96 -0.14
H -3.2620 0.3576 -0.0692 1.20 -0.69 1.33
H 2.4233 2.3254 0.5178 -0.10 -0.75 -0.62
H 1.9125 1.7528 -1.1039 0.40 0.50 -0.59
H 3.2700 0.8892 -0.2455 -0.76 0.80 -0.17
H -0.3717 -1.0578 -2.2080 -0.25 0.21 1.43
H 1.1858 -0.8875 -1.7315 2.89 -0.20 -0.96
H 0.2367 -1.7462 -0.6223 -0.34 -2.85 1.70
H -1.5124 -1.3642 1.8428 1.70 -0.38 1.83
H -2.7719 -1.9985 0.7504 -0.20 0.26 0.15
H 1.8123 -0.5405 0.5746 -1.83 1.90 0.21
H 0.6492 0.9966 1.2184 1.55 -1.41 -0.71



20
Properties=species:S:1:pos:R:3:forces:R:3 method="wB97M-V/def2-TZVPD" homo_ev=-2.37 multiplicity=1 gap_ev=6.13 charge=-1 relative_energy_kj_mol=80.3
C -0.4953 1.8657 1.0580 0.00 -0.06 0.06
O -1.4483 2.7695 0.8666 -0.04 0.06 -0.02
C -0.1473 1.0228 -0.2028 0.04 0.08 -0.21
C 0.9473 -0.0320 0.0013 -0.12 0.11 0.14
C 0.4319 -1.4659 0.1149 0.02 0.02 -0.25
C -0.5138 -1.6883 1.2831 -0.07 -0.09 0.15
H 0.5121 2.2778 1.3731 0.02 0.06 0.02
H -0.7163 1.1131 1.8728 0.03 -0.04 -0.02
H 0.1371 1.7575 -0.9703 0.03 -0.05 0.08
H -1.0740 0.5640 -0.5668 -0.13 -0.06 0.03
H 1.4700 0.2172 0.9361 0.11 0.00 -0.09
H 1.6769 0.0145 -0.8125 0.08 -0.06 0.09
H 1.2763 -2.1586 0.1789 0.08 -0.01 0.12
H -0.0768 -1.7369 -0.8186 -0.07 0.02 0.00
H -0.0527 -1.3904 2.2284 0.03 -0.02 -0.06
H -0.7984 -2.7408 1.3625 -0.02 -0.02 0.00
H -1.4246 -1.0973 1.1839 0.02 0.05 -0.04
H 0.4618 0.9217 -3.0108 -0.03 -0.11 -0.05
H -0.3729 -0.2818 -2.6911 0.21 0.10 -0.22
O 0.2070 0.0683 -3.3868 -0.20 0.01 0.28



21
Properties=species:S:1:pos:R:3:forces:R:3 method="wB97M-V/def2-TZVPD" homo_ev="-18.69 / -20.31" s2=6.009 multiplicity=5 gap_ev="9.95 / 8.03" charge=+2 relative_energy_kj_mol=0.0
C -2.6032 1.2023 0.1858 -1.43 0.60 -0.45
O -1.2846 0.6723 0.1721 1.48 1.09 -0.18
C -0.2058 1.6519 -0.1143 -0.40 1.09 -1.04
H -2.8465 1.5011 -0.8435 -0.05 -0.02 0.29
H -3.2884 0.4104 0.5100 0.15 0.19 -0.01
H -2.6677 2.0699 0.8561 0.14 -0.30 -0.09
H -0.3975 2.0198 -1.1351 -0.20 -0.15 0.25
H -0.4060 2.4843 0.5738 0.34 -0.27 -0.05
C 1.2358 -2.4659 -1.0710 0.31 -1.36 -0.65
O 0.8280 -1.2546 -0.4357 0.71 0.27 -0.24
C 1.5266 -0.0939 -0.9074 0.49 1.15 -0.63
C 1.2041 1.1080 -0.0457 -0.07 -0.33 0.91
H 0.6468 -3.2843 -0.6417 0.16 0.10 -0.06
H 1.0450 -2.4004 -2.1506 0.05 0.04 0.28
H 2.3028 -2.6382 -0.8786 -0.29 0.09 0.01
H 1.2486 0.0765 -1.9589 0.04 -0.17 0.20
H 2.6038 -0.3081 -0.8583 -0.31 -0.06 0.02
H 1.8748 1.9143 -0.3727 -0.24 -0.03 0.08
H 1.4717 0.9061 1.0033 0.09 -0.02 -0.21
H -0.4151 -0.7963 2.2824 0.09 -0.06 0.49
Rh -0.7859 -1.1359 0.6752 -1.05 -1.84 1.05